Computed, not measured: a structure of composition C18H21FKNO6PTe in a non-equilibrium geometry, with wB97M-V/def2-TZVPD.

Computed properties:
Largest force on an atom: 1.076 eV Å⁻¹
E: -2514.1573 Ha
Net charge: -1
Multiplicity: 1
LUMO level: 0.0808 hartree
HOMO energy: -4.10 eV
Molar mass: 564.04 g mol⁻¹
Energy relative to the best compared isomer or geometry (same formula, charge and spin): 32.3 kJ/mol

XYZ file:
```
50
Properties=species:S:1:pos:R:3:mulliken_charge:R:1
K -1.21 -1.79 -1.67 0.83
C -0.09 1.44 4.77 -1.53
C -1.09 2.44 4.22 0.29
C -0.57 3.85 4.47 -1.00
C -1.39 4.90 3.74 -0.98
C -1.33 4.61 2.27 0.88
C -1.30 5.60 1.32 -0.79
C -1.29 5.27 -0.03 0.30
F -1.26 6.30 -0.92 -0.37
C -1.34 3.98 -0.47 -1.06
C -1.38 2.96 0.48 0.32
C -1.50 1.56 0.00 1.02
O -1.42 1.28 -1.19 -0.80
C -1.71 0.58 1.05 0.45
C -1.57 0.95 2.34 -0.18
N -1.35 2.23 2.78 0.20
C -1.34 3.26 1.85 -0.27
C -1.98 -0.86 0.65 -0.06
O -3.08 -1.06 0.10 -0.73
O -1.03 -1.67 0.78 -0.83
H 0.14 1.69 5.81 0.41
H 0.84 1.49 4.19 0.38
H -0.44 0.41 4.76 0.46
H -2.05 2.34 4.74 0.12
H 0.47 3.91 4.14 0.38
H -0.57 4.02 5.55 0.41
H -1.01 5.90 3.94 0.42
H -2.42 4.87 4.09 0.31
H -1.28 6.65 1.61 0.47
H -1.36 3.73 -1.52 0.57
H -1.62 0.20 3.12 0.39
C 1.67 -5.15 -6.39 -1.11
C 2.21 -5.03 -4.99 -0.22
O 1.17 -4.62 -4.09 -0.33
P 0.80 -3.14 -3.62 0.48
O -0.66 -2.88 -3.75 -0.88
Te 2.27 -1.55 -4.61 -0.38
O 1.05 -3.20 -2.03 -0.26
C 2.34 -3.40 -1.44 -0.26
C 2.47 -4.83 -0.97 -1.03
H 2.44 -5.53 -7.06 0.38
H 1.35 -4.17 -6.76 0.26
H 0.82 -5.83 -6.42 0.28
H 3.03 -4.32 -4.93 0.34
H 2.54 -6.00 -4.60 0.28
H 2.39 -2.69 -0.61 0.30
H 3.11 -3.11 -2.16 0.28
H 1.69 -5.08 -0.25 0.27
H 3.44 -4.98 -0.49 0.38
H 2.38 -5.52 -1.81 0.19
```


Computed, not measured: the molecule C6H12NP in a non-equilibrium geometry, with wB97M-V/def2-TZVPD.

Computed properties:
SMILES: C[C@@H]1CC=N[C@H]1CP
Largest force on an atom: 5.645 eV Å⁻¹
E: -631.8109 Ha
Multiplicity: 1
LUMO level: 0.0378 hartree
HOMO energy: -8.67 eV
Molar mass: 129.14 g mol⁻¹
Energy relative to the best compared isomer or geometry (same formula, charge and spin): 117.2 kJ/mol

XYZ file:
```
20
Properties=species:S:1:pos:R:3:mulliken_charge:R:1
C -0.79 1.52 0.80 -0.40
C -0.13 1.79 -0.52 -0.79
C 0.61 0.46 -0.89 0.49
C 0.14 -0.46 0.29 0.08
C 2.11 0.76 -0.91 -2.08
C -0.79 -1.82 0.00 -0.97
N -0.65 0.37 1.29 -0.55
P -2.17 -1.72 1.26 -0.09
H -1.28 2.10 1.49 0.52
H -0.81 2.06 -1.20 0.39
H 0.80 2.42 -0.38 0.30
H 0.27 0.29 -1.93 0.36
H 0.87 -1.06 0.71 0.35
H 2.61 -0.09 -1.20 0.48
H 2.36 0.99 0.04 0.58
H 2.22 1.50 -1.66 0.50
H -0.30 -2.72 0.06 0.53
H -1.30 -1.69 -1.06 0.29
H -1.36 -1.69 2.47 0.02
H -2.40 -3.02 1.34 0.01
```


Computed, not measured: a structure of composition C8H9N in a non-equilibrium geometry, with wB97M-V/def2-TZVPD.

Computed properties:
Largest force on an atom: 3.786 eV Å⁻¹
E: -364.7137 Ha
Multiplicity: 1
LUMO level: -0.0252 hartree
HOMO energy: -7.98 eV
Molar mass: 119.17 g mol⁻¹
Energy relative to the best compared isomer or geometry (same formula, charge and spin): 697.3 kJ/mol

XYZ file:
```
18
Properties=species:S:1:pos:R:3:mulliken_charge:R:1
C -2.04 0.05 0.61 -0.11
C -1.51 -1.18 0.61 -0.20
C -1.72 1.23 -0.05 -0.72
C 0.93 -1.38 -0.19 -0.79
C 0.26 1.03 -0.46 -0.72
C 1.08 -0.01 -0.05 1.47
C -0.92 0.98 -1.37 -0.40
C 2.42 0.37 0.46 -1.56
N -0.36 -1.81 -0.01 -0.02
H -2.78 0.19 1.37 0.35
H -2.01 -2.01 1.21 0.25
H 0.61 2.00 -0.29 0.36
H -1.07 0.23 -2.15 0.32
H -1.02 1.87 -1.82 0.35
H 3.25 -0.31 0.15 0.37
H 2.57 0.23 1.51 0.34
H 2.75 1.39 0.42 0.39
H -0.45 -2.89 0.06 0.32
```


Computed, not measured: a cluster of 2 separate species, C4H3ClFNO in total in a non-equilibrium geometry, with wB97M-V/def2-TZVPD.

Computed properties:
Largest force on an atom: 2.658 eV Å⁻¹
E: -844.1605 Ha
Multiplicity: 1
LUMO level (spin up / spin down): -0.0822 / -0.0968 hartree
HOMO energy (spin up / spin down): -9.31 / -8.55 eV
Molar mass: 135.53 g mol⁻¹
Energy relative to the best compared isomer or geometry (same formula, charge and spin): 260.2 kJ/mol

XYZ file:
```
11
Properties=species:S:1:pos:R:3:mulliken_charge:R:1
C 0.15 -0.72 -1.61 -0.10
C -1.03 -1.06 -0.96 -0.05
C 0.02 0.39 0.19 0.67
C 0.31 1.39 1.13 -0.33
N 0.80 0.13 -0.84 -0.45
O -1.13 -0.32 0.10 -0.28
F -0.49 1.58 2.10 -0.14
Cl 1.64 -0.54 2.69 -0.45
H 0.42 -1.16 -2.58 0.33
H -1.71 -1.84 -1.18 0.41
H 1.02 2.16 0.96 0.38
```


Computed, not measured: the molecule C4H5N3O in a non-equilibrium geometry, with wB97M-V/def2-TZVPD.

Computed properties:
Expectation value of S²: 2.036
Largest force on an atom: 5.936 eV Å⁻¹
E: -394.7403 Ha
Multiplicity: 3
LUMO level (spin up / spin down): 0.0182 / -0.0721 hartree
HOMO energy (spin up / spin down): -5.88 / -10.27 eV
Molar mass: 111.10 g mol⁻¹
Energy relative to the best compared isomer or geometry (same formula, charge and spin): 95.4 kJ/mol

XYZ file:
```
13
Properties=species:S:1:pos:R:3:mulliken_spin:R:1
C 3.03 -0.02 0.00 -0.03
C -0.68 0.21 0.01 0.49
C -1.77 -1.91 -0.06 0.40
C 1.90 0.73 -0.14 0.63
N 4.02 -0.61 0.12 0.33
N -1.87 -0.65 0.08 -0.10
N -1.09 1.52 0.00 0.13
O 0.63 -0.04 -0.06 0.09
H -2.68 -2.48 0.00 0.02
H -0.85 -2.46 -0.26 0.02
H 1.85 1.80 -0.19 0.02
H -2.06 1.68 0.19 0.00
H -0.44 2.23 0.30 0.00
```